23
Properties=species:S:1:pos:R:3:lowdin_charge:R:1 method="wB97M-V/def2-TZVPD" homo_lumo_gap_ev="7.9 / 7.9" total_energy_ev=-19798.4066 charge=+1 largest_force_ev_per_a=5.2 spin_multiplicity=1
C 0.71 -0.40 1.26 -0.184
N -0.27 0.50 0.57 -0.128
H 2.65 -0.01 2.42 0.136
H -4.14 2.41 0.06 0.041
S -2.01 -1.77 0.17 0.946
H 0.84 0.16 -2.70 0.156
C 2.05 0.36 1.45 -0.060
C -2.59 0.89 0.39 -0.225
H 2.79 0.16 0.53 0.130
C -3.48 1.60 0.02 0.163
C 0.24 0.81 -0.84 -0.138
H 1.05 1.47 -0.59 0.121
C -1.61 -0.08 0.65 -0.552
H -2.21 -2.29 -1.30 0.030
H -0.46 1.33 1.02 0.139
H 1.18 -0.93 -1.24 0.041
H 1.85 1.38 1.62 0.050
H -3.34 -1.42 0.30 0.010
H 0.76 -1.24 0.70 0.062
H 0.44 -0.68 2.29 0.145
H -0.35 -0.92 -1.89 0.014
C 0.49 -0.37 -1.73 -0.021
H -0.62 1.40 -1.11 0.122